1.
Computed, not measured: 2 unconnected molecules or ions with the total composition C3H4ClFOS at a distorted geometry, with wB97M-V/def2-TZVPD.

Summary:
Electronic energy in Eh: -1149.9528
Highest occupied orbital energy in eV: -8.85
ΔE to the lowest compared entry with this formula, charge and spin in eV: 6.313
Orbital gap in eV: 8.182
Net charge: 0

The geometry in XYZ format:
```
11
Properties=species:S:1:pos:R:3:forces:R:3:nbo_charge:R:1
C 0.72010 -0.05176 -0.51485 3.7918 -0.3261 -0.6147 0.022
C -0.70696 -0.13060 -0.07135 -1.3608 1.0498 -0.2410 -0.426
C 0.00062 1.29955 -0.28453 -0.6718 -6.7845 -1.3451 0.256
H 0.88359 -0.90960 1.60997 0.6675 1.0482 -1.8065 0.294
H 0.87903 -0.52558 -1.52889 -0.4676 1.0723 0.7623 0.189
H -1.37139 -0.42575 -0.96260 0.7391 0.4868 1.8918 0.256
H -1.10725 -2.21146 0.80841 -0.3605 2.7486 2.2545 0.212
O 1.92306 -0.24086 0.21463 -4.6911 -1.2282 2.0203 -0.653
F 0.40837 1.89609 0.75324 0.8792 2.3671 2.9446 -0.280
S -1.19196 -0.83661 1.60031 2.4349 -2.6060 -3.8061 0.080
Cl -0.43721 2.13658 -1.62434 -0.9606 2.1721 -2.0601 0.050
```
Positions in Å, forces in eV/Å.

2.
Computed, not measured: a molecular structure, C29H39BrCaCl4F8KN4O13 at a distorted geometry, with wB97M-V/def2-TZVPD.

Summary:
Electronic energy in Eh: -8816.0586
Highest occupied orbital energy in eV: -6.83
Orbital gap in eV: 1.311
Net charge: +1

The geometry in XYZ format:
```
100
Properties=species:S:1:pos:R:3:forces:R:3:mulliken_charge:R:1
C -1.21139 6.25972 -0.36196 0.1902 1.0574 -0.0931 -0.550
C -2.44705 6.48230 -0.86762 -0.0319 -0.0122 0.2685 0.291
C -3.65770 5.68126 -0.51792 -0.8601 1.2897 2.1800 0.054
O -4.11777 5.75068 0.59534 0.1365 -0.4080 -0.5734 -0.521
O -4.08551 5.03294 -1.57121 0.5702 -0.2252 0.2030 -0.258
C -4.98945 3.93168 -1.28689 -1.2090 -0.6000 -0.2693 -0.761
C -4.43360 2.56773 -1.59715 0.7257 0.6963 0.0477 -0.614
C -3.24706 2.11538 -0.75754 -0.2295 -0.1737 -0.6065 -0.408
C -1.86242 2.54656 -1.24687 -0.0498 -0.0149 0.7162 0.430
C -0.89938 1.50278 -0.68229 -0.1651 0.3562 -0.3791 -0.582
C 0.59580 1.84551 -0.72718 -0.1553 0.2527 -0.9841 -0.656
C 1.31784 0.54953 -0.71859 0.2413 0.0961 0.8503 0.873
C 1.54766 -0.34436 0.26508 -0.0485 -0.2193 -0.1811 0.889
C 1.36634 -0.32430 1.72788 -0.7079 0.5524 0.4646 -0.181
N 0.57358 0.83968 2.15793 0.4287 -1.1233 -0.1771 -0.396
C 2.12680 -1.56399 -0.35140 -0.3368 -0.3914 0.5884 -0.401
O 2.66294 -2.50555 0.14217 -0.2580 0.3929 -0.4310 -0.523
O 1.99026 -1.40951 -1.74631 1.1560 0.0296 -0.1563 -0.123
C 1.98892 -0.05724 -1.87764 0.0182 0.4003 -0.7162 -0.432
O 2.64561 0.48992 -2.75867 0.2241 -0.3513 0.6871 -0.756
H -0.38272 6.10517 -1.05446 0.4067 1.0781 -0.0423 0.493
H -1.02467 6.17879 0.69790 -0.3373 -1.6938 0.1158 0.281
H -2.68249 7.30255 -1.54795 -0.7668 -1.4551 -1.1687 0.054
H -5.36040 3.97220 -0.26988 0.3041 0.2794 0.2687 0.471
H -5.84874 4.07681 -1.93419 -0.0608 0.3486 -0.1434 0.378
H -5.27910 1.92829 -1.39891 -0.1595 -0.3877 -0.1259 0.063
H -4.19410 2.53241 -2.66058 -0.0487 -0.2074 -0.1528 0.359
H -3.23282 1.02775 -0.82968 -0.1892 -0.2117 0.2099 0.553
H -3.35630 2.37496 0.30150 0.0109 -0.1110 -0.1916 -0.159
H -1.81012 2.56911 -2.33378 0.0344 0.1900 -0.1905 0.378
H -1.62493 3.52627 -0.82891 0.1423 0.1747 -0.1198 -0.467
H -1.22058 1.33142 0.33746 0.1056 -0.2039 0.2446 -0.026
H -1.06197 0.61913 -1.30017 -0.0137 -0.3517 0.1544 0.386
H 0.88851 2.54918 0.04136 -0.0345 -0.1849 0.4273 0.292
H 0.77574 2.32192 -1.69405 0.2000 0.0553 -0.1013 0.502
H 2.35583 -0.30159 2.17385 0.1286 -0.0258 0.1079 0.027
H 0.91036 -1.26144 2.05784 0.1416 -0.3186 -0.2009 0.457
H -0.39202 0.55160 2.03023 -0.3371 0.6805 0.0134 0.170
H 0.66629 0.89591 3.16453 0.0131 0.3856 0.0560 0.187
C 4.21585 1.33122 3.30916 0.4129 -0.2903 0.2185 0.232
O 3.03271 1.49218 3.28410 -0.3370 0.3061 0.0531 -0.554
N 5.02666 1.61824 4.35091 0.3781 0.2478 -0.0861 0.173
C 6.45691 1.37065 4.34271 -0.4866 -0.2311 0.8819 -1.392
C 4.42801 2.18988 5.56273 -0.1273 -0.0128 -0.1284 -0.913
H 4.76059 0.89533 2.43273 -0.0700 -0.2038 0.0850 0.077
H 6.71779 0.67285 5.13606 0.2068 0.0380 -0.0172 0.335
H 6.98795 2.31954 4.50183 0.1764 -0.1891 0.1319 0.423
H 6.76307 0.93906 3.39526 -0.0504 -1.0875 1.1773 0.669
H 3.67251 1.51423 5.96016 0.0573 0.0196 -0.0106 0.151
H 3.93812 3.13268 5.32351 -0.0140 0.0154 0.0418 0.342
H 5.20058 2.35494 6.30802 0.0342 -0.0317 -0.0107 0.416
Ca -1.14459 8.44644 -1.92473 0.6113 -1.0322 -1.1854 1.337
Cl -2.21553 2.57303 2.29878 0.2657 0.1472 0.2316 -0.711
Br -1.45160 6.36683 -3.86400 0.4702 1.3639 0.6876 -0.460
C 3.14773 -4.02316 -2.95388 0.1031 0.0190 0.0408 -0.143
C 4.30907 -4.68887 -2.58634 -0.0154 0.1447 -0.0316 -0.669
C 4.97341 -5.48875 -3.49841 0.1722 -0.0315 0.2327 -0.333
C 4.45205 -5.61221 -4.77004 -0.1604 0.0495 0.0463 -0.078
C 3.28760 -4.97794 -5.15663 -0.1061 0.1135 -0.0617 -0.480
C 2.63360 -4.17000 -4.23638 0.0742 0.0175 0.0693 -0.573
N 5.19641 -6.45125 -5.72979 -0.0055 0.1026 0.2625 1.014
O 6.20936 -6.94172 -5.30228 0.2572 -0.2201 -0.4158 -0.536
O 4.74815 -6.56544 -6.85373 -0.0422 0.0052 -0.0480 -0.621
H 2.67325 -3.37933 -2.23029 -0.0923 -0.2793 -0.1736 0.553
H 4.70383 -4.57718 -1.58465 -0.0311 -0.0661 0.0451 0.446
H 5.87936 -6.01149 -3.22708 -0.0022 -0.0947 -0.0891 0.595
H 2.90422 -5.10194 -6.15835 0.0714 -0.0836 -0.0387 0.470
H 1.72683 -3.65390 -4.52310 -0.0220 -0.0203 -0.0068 0.406
N 8.18555 -9.34817 -3.87977 -0.0803 0.1253 -0.0437 0.997
O 8.95645 -9.59128 -4.81721 0.0683 -0.0367 -0.0230 -0.592
O 7.00280 -9.72344 -3.92300 -0.0991 -0.0537 0.0329 -0.577
O 8.59261 -8.70949 -2.88660 0.0379 0.1264 0.1172 -0.618
K 6.71436 2.26774 1.93675 0.3155 1.6875 -1.9235 0.898
O 5.31783 0.25762 -2.01254 -0.3741 0.0061 -0.1040 -0.364
H 5.43683 -0.17916 -1.14009 -0.0806 -0.2015 -0.3005 0.413
H 4.33149 0.24039 -2.31376 -0.4429 0.1137 -0.2984 0.378
H 5.89931 -0.14619 -2.69173 -0.0866 -0.1300 -0.0014 0.467
C -7.75703 -0.85165 1.54481 -0.2096 -0.0661 0.5513 -0.901
C -7.21669 0.26823 0.63956 0.2372 -0.3755 -0.0931 1.133
C -8.16406 0.90327 -0.38295 -0.1058 0.1421 0.0149 -0.019
F -8.59044 0.01898 -1.29994 0.0678 -0.1370 0.0161 -0.233
F -7.47423 1.87763 -1.03529 -0.1633 0.0294 -0.0001 -0.197
F -6.09333 -0.14624 0.01413 -0.0219 0.0229 -0.0471 -0.254
F -6.86818 1.28987 1.47039 -0.1034 0.0752 0.0528 -0.335
O -7.46375 -2.19174 1.19470 0.2931 0.2443 -0.4521 -0.391
C -8.24315 -2.92212 0.34048 -0.0945 0.0614 0.3076 0.801
C -7.46514 -3.34144 -0.91219 0.0474 -0.1093 -0.0771 0.181
F -7.02296 -2.25787 -1.58066 -0.0512 0.0656 -0.0044 -0.207
F -8.29085 -4.03616 -1.72328 0.0077 -0.0043 -0.0078 -0.260
F -9.38679 -2.28934 0.02610 0.0236 0.0855 -0.0926 -0.286
F -8.57986 -4.06322 0.97942 -0.0557 -0.0617 0.0161 -0.305
H -7.23049 -0.71022 2.48684 0.0583 0.0120 -0.0144 0.422
H -8.81625 -0.71410 1.76274 -0.0599 0.0505 -0.2245 0.341
H -9.02946 1.35579 0.10711 0.0368 0.0078 0.0430 0.284
H -6.61342 -3.96408 -0.63266 -0.0177 -0.0117 0.0231 0.249
C 2.58210 0.59435 8.84128 -0.0892 -0.0026 0.0728 0.070
Cl 3.74778 1.88398 9.18356 0.0379 -0.0004 -0.0267 -0.133
Cl 1.66296 0.18509 10.27723 0.0074 0.0125 -0.0055 -0.103
Cl 1.51375 1.05906 7.51354 -0.0282 -0.0217 0.0014 -0.099
H 3.13818 -0.28118 8.53548 0.0179 -0.0165 -0.0104 0.291
```
Positions in Å, forces in eV/Å.